(1)
{"formula": "H11Na4O8", "method": "ωB97M-V/def2-TZVPD", "symbols": ["Na", "Na", "Na", "Na", "O", "H", "O", "H", "O", "H", "O", "H", "O", "H", "O", "H", "H", "O", "H", "H", "O", "H", "H"], "positions_angstrom": [[-1.00444, 1.52797, 0.23985], [1.49382, 0.84514, 0.36041], [0.46453, 1.15370, -1.78817], [0.84640, -1.28862, -1.25057], [0.69612, -2.36818, 0.12214], [0.12402, -1.64061, 0.43497], [-0.17400, 0.26517, -0.47276], [0.30011, -0.44157, 0.00710], [0.48179, 2.25628, 0.99302], [0.14189, 1.34032, 0.99572], [2.26881, -0.54360, -0.61617], [2.56924, -0.40179, 0.30261], [-0.64243, 2.56225, -1.20529], [-0.96068, 1.65592, -1.38368], [0.80421, -0.23353, 1.57899], [0.01612, -0.75527, 1.42754], [0.84755, -0.13481, 2.53009], [-1.53949, -0.53053, -1.74387], [-0.98741, -0.34340, -0.98465], [-2.31741, 0.01199, -1.61448], [-1.29952, -0.81421, 1.00674], [-1.44841, -1.69832, 0.67144], [-0.68085, -0.42433, 0.38911]], "homo_lumo_gap_ev": 5.961, "charge": -1}

(2)
{"formula": "C30H50", "method": "ωB97M-V/def2-TZVPD", "symbols": ["C", "C", "C", "C", "H", "H", "C", "C", "C", "C", "H", "H", "C", "C", "C", "C", "H", "H", "C", "C", "C", "C", "H", "H", "C", "C", "C", "C", "H", "H", "C", "C", "C", "C", "H", "H", "H", "C", "H", "H", "H", "H", "H", "H", "C", "H", "H", "H", "H", "H", "H", "C", "H", "H", "H", "H", "H", "H", "H", "C", "H", "H", "H", "H", "H", "H", "C", "H", "H", "H", "H", "H", "H", "C", "H", "H", "H", "H", "H", "H"], "positions_angstrom": [[-3.20241, -2.47740, -1.04298], [-2.33019, -3.25455, -0.10102], [-1.22556, -2.78533, 0.46642], [-0.62517, -1.42644, 0.27335], [-1.40061, -0.67924, 0.10243], [-0.08484, -1.14505, 1.17943], [0.36106, -1.39814, -0.90991], [1.53651, -2.31591, -0.68823], [2.53820, -1.94753, 0.10120], [3.78183, -2.73323, 0.39650], [4.37998, -2.81299, -0.51590], [3.52575, -3.75276, 0.70063], [4.62015, -2.08578, 1.50482], [4.94883, -0.63174, 1.23967], [5.55132, -0.26279, 0.11568], [5.89507, 1.12354, -0.33188], [6.89328, 1.11975, -0.77879], [5.90353, 1.82167, 0.50418], [4.88500, 1.61977, -1.38660], [3.49149, 1.62355, -0.83518], [2.92430, 2.57577, -0.10370], [1.51703, 2.42090, 0.41183], [1.42563, 2.91953, 1.37967], [1.27965, 1.36465, 0.55186], [0.49217, 3.02655, -0.56133], [-0.89177, 2.97782, 0.00490], [-1.97454, 2.47691, -0.57834], [-3.31096, 2.50639, 0.11075], [-3.29272, 3.21940, 0.93692], [-4.08131, 2.82679, -0.59523], [-3.69386, 1.11920, 0.66007], [-5.05177, 1.14964, 1.28901], [-6.20925, 0.84197, 0.71580], [-7.50409, 0.94667, 1.46899], [-8.18444, 1.62714, 0.95715], [-7.99074, -0.02729, 1.52203], [-7.34461, 1.30996, 2.48071], [-6.37313, 0.37668, -0.70100], [-6.94901, -0.54830, -0.72713], [-5.42192, 0.20760, -1.19467], [-6.92602, 1.12337, -1.27169], [-5.06421, 1.49944, 2.31375], [-2.95475, 0.82469, 1.40843], [-3.65857, 0.39091, -0.14926], [-1.95653, 1.85157, -1.94703], [-1.23474, 1.03791, -1.99902], [-2.93745, 1.45943, -2.20342], [-1.68154, 2.58974, -2.69987], [-0.98550, 3.41660, 0.99095], [0.75781, 4.07257, -0.74640], [0.54780, 2.49826, -1.51266], [3.58450, 3.87037, 0.26722], [3.85942, 3.85734, 1.32289], [2.89587, 4.70120, 0.11851], [4.48194, 4.05422, -0.31557], [2.93092, 0.71895, -1.02865], [4.92415, 0.95475, -2.25183], [5.18187, 2.61787, -1.71623], [5.79581, -1.02765, -0.61113], [4.54526, 0.30066, 2.34303], [4.80833, 1.33115, 2.13106], [3.46743, 0.25180, 2.49780], [5.02716, 0.00036, 3.27430], [5.54741, -2.65537, 1.62040], [4.07083, -2.15965, 2.44547], [2.49641, -0.97323, 0.56745], [1.46666, -3.63063, -1.40430], [1.61686, -3.47918, -2.47406], [0.48131, -4.07399, -1.26581], [2.22148, -4.32572, -1.04910], [-0.16651, -1.69243, -1.81914], [0.71292, -0.37096, -1.03513], [-0.66397, -3.43918, 1.12149], [-2.82299, -4.64517, 0.17722], [-3.84107, -4.61235, 0.56461], [-2.83872, -5.23373, -0.74061], [-2.19048, -5.15080, 0.90228], [-2.72303, -1.56532, -1.38305], [-4.14104, -2.21958, -0.55057], [-3.44284, -3.08560, -1.91444]], "homo_lumo_gap_ev": 9.176, "smiles": "CC(C)=CCC/C(C)=C/CC/C(C)=C/CC/C=C(\\C)CC/C=C(\\C)CCC=C(C)C"}

(3)
{"formula": "C3H29NO11", "method": "ωB97M-V/def2-TZVPD", "symbols": ["C", "C", "C", "N", "H", "H", "H", "H", "H", "H", "H", "H", "H", "O", "H", "H", "O", "H", "H", "O", "H", "H", "O", "H", "H", "O", "H", "H", "O", "H", "H", "O", "H", "H", "O", "H", "H", "O", "H", "H", "O", "H", "H", "O"], "positions_angstrom": [[2.56081, 0.49808, 2.46817], [1.32584, -0.32212, 2.16698], [0.57150, -0.20798, 1.02832], [-0.41218, -1.15686, 0.59593], [3.50395, -0.05522, 2.63209], [2.80613, 1.30094, 1.79451], [2.43516, 1.12281, 3.46965], [1.19508, -1.14874, 2.73130], [0.69206, 0.72367, 0.26924], [-0.45035, -1.11975, -0.42030], [-0.25544, -2.10533, 0.89537], [3.38956, -1.77104, -1.98498], [2.93441, -1.87344, -0.44200], [3.43032, -2.11543, -1.09397], [2.04309, 1.03884, -0.72417], [3.57485, 1.39203, -1.18011], [2.70318, 1.73941, -0.79891], [-0.23898, 3.47740, -2.20008], [-1.71962, 3.53600, -1.97120], [-1.09729, 3.44061, -2.66656], [-3.02998, -0.26058, -0.77787], [-4.42590, -0.78190, -1.55988], [-3.41335, -0.91467, -1.41312], [0.58671, -0.53266, -2.65351], [1.29636, 0.67983, -2.62012], [1.23943, -0.16510, -2.26672], [1.40109, 3.72224, 1.25261], [1.40697, 2.59398, 0.17679], [0.88473, 3.34795, 0.58518], [-0.43340, 3.57809, 1.13965], [-1.94879, 3.64346, 1.75851], [-1.19889, 2.98325, 1.63723], [-3.17789, 0.73862, 0.92533], [-1.98289, 1.67907, 0.74432], [-2.75422, 1.13096, 0.32047], [0.94220, -4.51054, 0.13103], [-0.45756, -4.28141, 1.01044], [0.44396, -3.87160, 0.70752], [-2.78313, -2.52804, 2.74092], [-3.64440, -2.53319, 1.41526], [-3.45102, -2.15069, 2.36300], [-1.84230, -2.20331, -2.78956], [-0.99456, -3.25778, -3.57952], [-1.65521, -2.49987, -3.81725]], "homo_lumo_gap_ev": 7.919, "smiles": "C/C=C/N.O.O.O.O.O.O.O.O.O.O.O"}